The following is a quantum chemistry calculation of C4H10N4 as an isolated structure in a non-equilibrium geometry, from the Open Molecules 2025 dataset.

Structure (ORCA input):
```
! RIJCOSX wB97M-V def2-TZVPD def2/J DEFGRID3
* xyz 0 1
C -1.3434 -1.1022 0.7744
C 0.0582 1.8762 0.5440
C 1.6183 0.4025 -0.7093
N -1.4432 -0.5546 -0.4739
N 0.6112 0.5603 0.3108
N -1.0929 -1.3510 -1.4812
C 0.4623 -0.4617 1.3378
N 1.0865 -0.9584 2.2032
H -0.6803 -2.2640 -1.2964
H -1.3270 -1.0080 -2.4001
H -2.0097 -0.6327 1.4871
H -1.2907 -2.1879 0.8621
H -0.6134 1.8689 1.4013
H -0.5260 2.1718 -0.3329
H 0.8561 2.6009 0.7258
H 1.8954 1.3507 -1.1734
H 2.5078 -0.0592 -0.2800
H 1.2306 -0.2515 -1.4993
*
```

Values from the calculation:
- Largest force on an atom: 4.0 eV Å⁻¹
- Frontier orbital gap (spin up / spin down): 7.8 / 7.7 eV
- ΔE to the lowest compared entry with this formula, charge and spin: 5.089 eV
- HOMO (spin up / spin down): -0.2916 / -0.2909 hartree
- E_LUMO (spin up / spin down): -0.1 / -0.2 eV


The following is a quantum chemistry calculation of a 2-piece molecular cluster, C10H16OS overall in a non-equilibrium geometry, from the Open Molecules 2025 dataset.

Structure (ORCA input):
```
! RIJCOSX wB97M-V def2-TZVPD def2/J DEFGRID3
* xyz 0 1
C -0.1928 -2.9661 0.1989
C -0.3549 -2.2574 1.5722
C -0.1392 -0.8325 1.6257
C -1.2279 0.0678 1.4505
C -1.0421 1.4306 1.5154
C 0.2839 1.9012 1.7233
O 0.6273 3.2193 1.7453
C 1.3475 1.0585 1.9025
C 1.1082 -0.3274 1.8968
H 0.8164 -2.6218 -0.1432
H -0.8908 -2.6353 -0.5673
H -0.0740 -4.0379 0.3264
H -1.3524 -2.6064 1.9187
H 0.1215 -2.8268 2.3800
H -2.1999 -0.3325 1.2069
H -1.8148 2.1930 1.4171
H 0.0140 3.8783 1.4053
H 2.3251 1.4901 2.0657
H 1.9507 -1.0066 1.9674
C -1.0308 -1.2933 -3.2833
S -0.0996 -0.1544 -2.2834
C 0.9724 1.0370 -3.3286
H -0.8856 -2.3049 -2.8772
H -2.1082 -1.1131 -3.3631
H -0.5638 -1.3840 -4.2696
H 1.8687 0.7276 -2.7972
H 0.8303 2.0768 -3.0149
H 0.7135 0.8475 -4.3695
*
```

Values from the calculation:
- Largest force on an atom: 4.3 eV Å⁻¹
- Frontier orbital gap: 8.9 eV
- ΔE to the lowest compared entry with this formula, charge and spin: 1.499 eV
- HOMO: -0.2988 hartree
- SMILES: CCc1ccc(O)cc1.CSC
- E_LUMO: 0.8 eV


The following is a quantum chemistry calculation of C40H35AsF5N5O2PtSTe as an isolated structure in a non-equilibrium geometry, from the Open Molecules 2025 dataset.

Structure (ORCA input):
```
! RIJCOSX wB97M-V def2-TZVPD def2/J DEFGRID3
* xyz 2 5
Pt -0.6123 0.1750 0.3444
C 2.5822 -1.5165 3.1060
C 1.8070 -1.2253 1.9699
N 0.9938 -0.1940 1.9211
C 0.9001 0.6392 2.9934
C 1.5958 0.3898 4.1830
C 2.4621 -0.7263 4.2120
C 1.3850 1.2423 5.2973
C 0.4971 2.2800 5.2110
C -0.1527 2.5675 3.9996
C 0.0883 1.8026 2.8742
N -0.4425 2.0105 1.6261
C -0.8219 3.1716 1.0776
C -0.5168 4.4570 1.5481
C -0.9395 5.5882 0.8508
C -1.6330 5.4714 -0.3308
C -1.9219 4.1903 -0.8738
C -2.5880 4.0057 -2.1035
C -2.8371 2.7388 -2.5539
C -2.4134 1.6523 -1.7797
N -1.7882 1.8060 -0.6324
C -1.5297 3.0492 -0.1687
H 3.2523 -2.3640 3.0868
H 1.8669 -1.8405 1.0836
H 3.0269 -0.9379 5.1120
H 1.9246 1.0506 6.2164
H 0.2920 2.8915 6.0794
H -0.8765 3.3698 3.9582
H 0.0864 4.5769 2.4356
H -0.7012 6.5673 1.2430
H -1.9585 6.3550 -0.8650
H -2.8847 4.8721 -2.6825
H -3.3415 2.5654 -3.4934
H -2.5831 0.6316 -2.0937
F 2.9255 -1.6524 -2.1994
Te 1.5630 -0.3999 -1.8373
F 1.1519 1.3131 -0.9446
F 0.0371 0.3666 -2.6835
F 2.8803 -0.0941 -0.5176
F 2.4734 0.6407 -3.0515
O 0.5950 -1.4600 -0.7069
S -2.3350 -0.2489 2.2005
C -2.1488 -1.9148 2.6440
N -2.3802 -2.8704 1.7632
C -2.5032 -4.2912 2.1130
C -2.8423 -4.4159 3.5872
C -1.8399 -3.6073 4.3930
N -1.8418 -2.2252 3.8980
H -2.5677 -2.5421 0.8200
H -1.5717 -4.8124 1.8857
H -3.2844 -4.7250 1.4909
H -2.8146 -5.4610 3.8897
H -3.8470 -4.0310 3.7726
H -0.8373 -4.0277 4.2912
H -2.0917 -3.5936 5.4503
H -1.7707 -1.4569 4.5457
O -2.0096 -1.3077 -0.7200
As -1.6573 -2.5062 -1.8841
C -3.4484 -3.0053 -2.3626
C -3.9284 -4.3001 -2.1935
C -5.2544 -4.5854 -2.4950
C -6.1004 -3.5820 -2.9409
C -5.6338 -2.2784 -3.0645
C -4.3123 -1.9875 -2.7678
C -0.7187 -1.9751 -3.4989
C -1.3733 -1.3475 -4.5299
C -0.6421 -0.8759 -5.6268
C 0.7312 -1.0114 -5.6792
C 1.4009 -1.6885 -4.6644
C 0.6908 -2.1703 -3.5591
C -0.7655 -4.1184 -1.3560
C -0.7962 -5.1512 -2.2937
C -0.1173 -6.3326 -2.0358
C 0.6052 -6.4732 -0.8579
C 0.6488 -5.4363 0.0648
C -0.0356 -4.2546 -0.1808
H -3.2826 -5.0855 -1.8275
H -5.6266 -5.5949 -2.3759
H -7.1315 -3.8104 -3.1767
H -6.3027 -1.4890 -3.3811
H -3.9636 -0.9639 -2.8230
H -2.4452 -1.2036 -4.4941
H -1.1625 -0.3893 -6.4424
H 1.2862 -0.6153 -6.5187
H 2.4671 -1.8604 -4.7246
H 1.1503 -2.8929 -2.8962
H -1.3394 -5.0343 -3.2243
H -0.1438 -7.1378 -2.7582
H 1.1442 -7.3916 -0.6648
H 1.2321 -5.5445 0.9709
H 0.0131 -3.4328 0.5190
*
```

Values from the calculation:
- Largest force on an atom: 3.4 eV Å⁻¹
- Expectation value of S²: 6.07
- Frontier orbital gap (spin up / spin down): 7.0 / 6.0 eV
- ΔE to the lowest compared entry with this formula, charge and spin: 2.035 eV
- HOMO (spin up / spin down): -0.4776 / -0.4976 hartree
- E_LUMO (spin up / spin down): -6.0 / -7.5 eV


The following is a quantum chemistry calculation of C26H23BN11OOsS2Sb as an isolated structure, from the Open Molecules 2025 dataset.

Structure (ORCA input):
```
! RIJCOSX wB97M-V def2-TZVPD def2/J DEFGRID3
* xyz 0 1
Os 0.3771 -2.7111 -2.2129
N 2.2492 -5.5700 -2.3904
C 1.2681 -5.3619 -3.3677
N 1.1028 -6.2136 -4.3550
N 0.1000 -5.6907 -5.0842
N -0.3197 -4.5897 -4.5691
N 0.3972 -4.3372 -3.4509
C 2.4918 -4.7345 -1.3541
N 3.3651 -4.8867 -0.3201
N 3.2278 -3.8440 0.4456
N 2.3004 -3.0762 -0.0878
N 1.8323 -3.6087 -1.2265
H 2.7953 -6.4095 -2.4885
O -1.3530 -1.9087 -3.0056
N -1.2198 -1.1094 -4.0709
C -2.3678 -0.7224 -4.6719
C -2.3468 0.1174 -5.7461
C -1.1068 0.5717 -6.2212
C 0.0429 0.1623 -5.6029
C -0.0041 -0.7061 -4.4968
S 1.3966 -1.2842 -3.6737
H -3.2559 -1.1446 -4.2279
H -3.2755 0.4045 -6.2149
H -1.0592 1.2328 -7.0754
H 1.0171 0.4802 -5.9461
S -0.0289 -0.0492 -0.4766
Sb -0.0420 1.0115 1.6416
C -1.2087 0.1823 3.1620
C -0.7419 -0.1309 4.4319
C -1.6045 -0.6784 5.3675
C -2.9284 -0.9250 5.0325
C -3.3966 -0.6195 3.7618
C -2.5385 -0.0611 2.8292
C -1.3483 2.5590 1.0110
C -1.6723 3.5179 1.9712
C -2.5233 4.5659 1.6615
C -3.0602 4.6642 0.3850
C -2.7439 3.7156 -0.5730
C -1.8906 2.6618 -0.2672
C 1.5709 2.1735 2.2702
C 2.2954 1.9518 3.4360
C 3.3525 2.7825 3.7607
C 3.6988 3.8295 2.9164
C 2.9809 4.0530 1.7511
C 1.9125 3.2300 1.4325
H 0.2971 0.0325 4.6911
H -1.2410 -0.9228 6.3564
H -3.5962 -1.3615 5.7631
H -4.4268 -0.8164 3.4985
H -2.9080 0.1806 1.8383
H -1.2580 3.4531 2.9722
H -2.7669 5.3037 2.4144
H -3.7253 5.4815 0.1396
H -3.1606 3.7887 -1.5691
H -1.6682 1.9385 -1.0400
H 2.0522 1.1168 4.0806
H 3.9168 2.6064 4.6663
H 4.5344 4.4695 3.1668
H 3.2515 4.8663 1.0918
H 1.3494 3.4131 0.5238
B 2.1954 -1.0808 1.6486
C 1.7527 -1.8264 0.3138
N 0.8410 -1.4762 -0.5529
H 2.8913 -1.7776 2.3347
H 2.7825 -0.0786 1.3180
H 1.1487 -0.8047 2.2538
*
```

Values from the calculation:
- Largest force on an atom: 0.8 eV Å⁻¹
- Frontier orbital gap: 6.1 eV
- ΔE to the lowest compared entry with this formula, charge and spin: 0.548 eV
- HOMO: -0.2446 hartree
- E_LUMO: -0.5 eV


The following is a quantum chemistry calculation of C39H31DyN8O2 as an isolated structure, from the Open Molecules 2025 dataset.

Structure (ORCA input):
```
! RIJCOSX wB97M-V def2-TZVPD def2/J DEFGRID3
* xyz 0 6
Dy -0.0202 0.1598 -1.3365
C 1.5064 -2.6733 -4.5785
C 1.5727 -1.4518 -3.6911
O 0.5606 -1.2638 -2.9189
C 2.6893 -0.6425 -3.7402
C 2.9346 0.5118 -2.9278
C 4.2960 1.1464 -2.9859
N 2.0139 0.9890 -2.1403
N 2.3971 2.0438 -1.2977
C 1.3477 2.6307 -0.7948
O 0.1131 2.3144 -1.0688
C 1.5666 3.7254 0.1913
C 2.8196 4.3145 0.3526
C 3.0005 5.3137 1.2939
C 1.9369 5.7251 2.0886
C 0.6914 5.1372 1.9329
C 0.5043 4.1441 0.9832
H 0.5128 -3.1117 -4.5236
H 2.2362 -3.4181 -4.2576
H 1.7317 -2.4179 -5.6134
H 3.4792 -0.9318 -4.4198
H 4.9299 0.6434 -3.7123
H 4.7607 1.1054 -2.0000
H 4.2133 2.2032 -3.2387
H 3.6395 3.9729 -0.2630
H 3.9746 5.7704 1.4125
H 2.0814 6.5034 2.8267
H -0.1375 5.4490 2.5555
H -0.4605 3.6740 0.8517
C -3.9875 -3.5385 0.6908
C -2.6343 -3.5053 0.3882
C -2.1387 -2.5061 -0.4354
C -3.0144 -1.5689 -0.9656
C -4.3710 -1.5911 -0.6701
C -4.8507 -2.5822 0.1669
N -2.4269 -0.5762 -1.7987
N -3.2057 0.0573 -2.5363
C -2.5617 1.0292 -3.3741
C -3.3929 1.7774 -4.1883
C -2.7940 2.6871 -5.0490
C -1.4145 2.8089 -5.0455
C -0.6711 2.0285 -4.1668
N -1.2371 1.1488 -3.3516
H -4.3751 -4.3083 1.3445
H -1.9633 -4.2510 0.7904
H -1.0813 -2.4740 -0.6778
H -5.0250 -0.8341 -1.0789
H -5.9023 -2.6080 0.4177
H -4.4622 1.6373 -4.1382
H -3.3999 3.2891 -5.7126
H -0.9110 3.5051 -5.7002
H 0.4070 2.1130 -4.0952
N 0.1677 -3.7688 8.6718
C 0.1695 -3.3380 7.6071
C 0.1698 -2.8009 6.2750
C -0.1232 -3.6293 5.1955
C -0.1210 -3.1074 3.9149
C 0.1609 -1.7621 3.7014
C 0.4462 -0.9395 4.7872
C 0.4580 -1.4534 6.0712
C 0.1435 -1.1962 2.3239
C 1.1735 -1.5970 1.4772
C 2.2812 -2.4205 1.8377
C 3.0561 -2.5682 0.7156
C 2.4032 -1.8354 -0.3032
N 1.2990 -1.2448 0.1331
C -0.9084 -0.3140 2.0411
C -1.9642 0.0512 2.9174
C -2.7378 0.9734 2.2441
C -2.1319 1.1282 0.9807
N -1.0500 0.3648 0.8449
H -0.3516 -4.6718 5.3660
H -0.3468 -3.7424 3.0687
H 0.6571 0.1083 4.6184
H 0.6870 -0.8191 6.9157
H 2.4681 -2.8275 2.8175
H 3.9769 -3.1167 0.6150
H 2.7224 -1.7253 -1.3303
H -2.1150 -0.3183 3.9185
H -3.6199 1.4795 2.5990
H -2.4485 1.7866 0.1805
*
```

Values from the calculation:
- Largest force on an atom: 0.7 eV Å⁻¹
- Expectation value of S²: 9.33
- Frontier orbital gap (spin up / spin down): 5.6 / 5.6 eV
- ΔE to the lowest compared entry with this formula, charge and spin: 0.118 eV
- HOMO (spin up / spin down): -0.2650 / -0.2643 hartree
- E_LUMO (spin up / spin down): -1.6 / -1.6 eV